Formula: C37H62AsN4O10RbS3Si
Source: the OMol25 dataset
Level of theory: ωB97M-V/def2-TZVPD

strongest force on any atom	0.0262	hartree/bohr
HOMO-LUMO gap	0.223	hartree
total energy	-6162.84839	hartree
HOMO level	-2.54	eV

Structure (ORCA input):
```
! RIJCOSX wB97M-V def2-TZVPD def2/J DEFGRID3
* xyz -2 1
Rb -0.625 -0.558 -0.618
C 1.914 -0.040 -3.636
C 3.171 0.029 -2.757
C 3.344 1.449 -2.226
C 3.122 -1.027 -1.667
C 2.836 -0.737 -0.335
C 2.754 -1.743 0.618
C 2.969 -3.075 0.274
C 2.871 -4.160 1.310
C 3.272 -3.366 -1.053
C 3.347 -2.359 -2.001
H 2.019 0.610 -4.509
H 1.035 0.300 -3.082
H 1.704 -1.053 -3.981
H 4.043 -0.210 -3.379
H 2.450 1.781 -1.695
H 3.494 2.141 -3.058
H 4.197 1.533 -1.549
H 2.651 0.282 -0.014
H 2.487 -1.469 1.633
H 1.929 -4.085 1.853
H 3.685 -4.089 2.036
H 2.918 -5.146 0.843
H 3.437 -4.400 -1.347
H 3.576 -2.609 -3.033
O -2.693 -1.772 -5.236
As -2.776 -1.080 -3.513
O -5.722 -0.104 -1.220
O -1.136 -1.234 -3.133
C -2.973 0.858 -4.144
C -3.449 1.016 -5.447
C -3.742 2.263 -5.984
C -3.578 3.403 -5.214
C -3.119 3.279 -3.912
C -2.821 2.028 -3.384
S -2.200 2.042 -1.699
O -2.553 3.332 -1.144
O -2.894 0.915 -1.036
O -0.764 1.810 -1.809
H -1.743 -1.719 -5.412
H -3.579 0.127 -6.053
H -4.104 2.339 -7.004
H -3.811 4.382 -5.617
H -2.995 4.146 -3.277
O -5.789 2.187 -1.526
C -5.729 1.048 -1.347
N -3.517 -1.173 1.229
C -4.731 -1.279 1.796
C -4.697 -2.404 2.587
C -3.392 -2.908 2.416
N -2.687 -2.154 1.591
H -3.204 -0.451 0.590
H -5.509 -0.565 1.588
H -5.493 -2.801 3.194
H -2.939 -3.785 2.851
C -2.650 2.111 2.221
C -2.110 2.653 3.542
C -2.166 1.579 4.631
C -2.917 3.873 3.974
O -0.768 3.133 3.357
Si 0.680 2.318 3.312
S 0.687 0.488 2.409
O 1.137 2.310 4.919
C 2.192 1.610 5.554
C 2.491 2.387 6.835
C 3.442 1.564 4.676
C 1.726 0.195 5.896
O 1.713 3.443 2.659
C 1.577 4.187 1.454
C 0.783 3.436 0.389
C 3.000 4.438 0.959
C 0.890 5.511 1.788
H -3.680 1.760 2.341
H -2.029 1.278 1.895
H -2.635 2.872 1.444
H -3.204 1.297 4.829
H -1.713 1.957 5.552
H -1.618 0.692 4.311
H -3.971 3.615 4.099
H -2.835 4.654 3.215
H -2.529 4.262 4.918
H 2.826 3.396 6.587
H 3.267 1.889 7.423
H 1.585 2.464 7.438
H 3.726 2.577 4.382
H 3.244 0.989 3.770
H 4.270 1.101 5.220
H 0.848 0.244 6.544
H 2.517 -0.359 6.412
H 1.451 -0.328 4.980
H 1.223 2.456 0.204
H 0.766 4.000 -0.548
H -0.251 3.278 0.695
H 3.477 3.486 0.716
H 3.584 4.928 1.741
H 2.996 5.068 0.066
H -0.093 5.310 2.213
H 0.773 6.124 0.890
H 1.482 6.063 2.523
C -0.097 -3.554 -5.017
C 0.559 -3.503 -3.649
N -0.387 -3.867 -2.602
C -0.064 -4.547 -1.472
S -0.751 -4.118 -0.021
N 0.825 -5.584 -1.596
C 0.782 -6.521 -2.710
C 2.172 -7.031 -3.055
H 0.606 -3.238 -5.792
H -0.957 -2.886 -5.039
H -0.447 -4.562 -5.251
H 0.919 -2.496 -3.445
H 1.424 -4.166 -3.598
H -1.041 -3.104 -2.407
H 0.976 -6.013 -0.695
H 0.334 -6.021 -3.565
H 0.123 -7.363 -2.463
H 2.828 -6.200 -3.316
H 2.132 -7.725 -3.896
H 2.617 -7.553 -2.206
*
```